The following is a quantum chemistry calculation of a cluster of 2 separate species, C3HF4I in total, from OMol25.

Structure (XYZ):
```
9
Properties=species:S:1:pos:R:3:nbo_charge:R:1
C 0.070 -0.903 0.862 -0.224
C -0.367 -1.706 -0.051 0.623
C 0.404 1.665 -0.254 0.537
F -0.687 -2.998 0.108 -0.307
F -0.574 -1.378 -1.322 -0.304
F 1.182 2.208 0.663 -0.328
F 1.105 1.384 -1.331 -0.323
I -1.449 2.561 -0.562 0.119
H 0.316 -0.832 1.888 0.206
```

Calculated values
highest occupied orbital energy (alpha / beta): -0.306 / -0.376 Ha
charge: 0
max |F|: 0.74 eV Å⁻¹
multiplicity: 3
E: -22092.06794 eV
orbital gap (alpha / beta): 8.65 / 8.26 eV
lowest unoccupied orbital energy (alpha / beta): 0.33 / -1.97 eV